DFT (the ωB97M-V functional and the def2-TZVPD basis) results for a cluster of 2 separate species, C23H38FN2O5 in total at a distorted geometry.

- Max |F|: 9.412 eV/A
- HOMO-LUMO gap: 0.254 Eh
- Spin multiplicity: 1
- Lowest unoccupied orbital energy: -5.29 eV
- Charge: +1
- Energy: -1483.88165 Eh

Atoms and positions in Å:
C -2.353 2.980 3.738
C -1.221 1.810 4.017
C -1.945 0.453 4.588
C -2.730 -0.229 3.280
O -1.898 -1.349 2.811
O -1.013 -0.940 1.911
C -1.013 -2.017 0.909
O -1.281 -3.266 1.371
C -0.778 -1.855 -0.705
C 0.035 -3.066 -1.519
N 0.597 -4.312 -0.827
C 2.117 -4.222 -0.689
C 2.651 -2.814 -0.040
C 4.219 -2.910 0.532
C 0.289 -3.014 -3.171
N -0.243 -1.829 -3.947
C -0.973 -0.644 -3.280
C -1.462 0.546 -4.332
C -0.159 1.436 -4.779
C 0.484 0.916 -6.198
C -1.273 -0.587 -1.636
C -2.041 0.702 -0.976
F -1.544 2.019 -1.526
C -3.690 0.703 -1.253
C -4.237 2.127 -0.633
H -2.222 3.814 4.560
H -2.184 3.389 2.642
H -3.460 2.534 3.786
H -0.679 1.551 2.991
H -0.404 2.125 4.812
H -2.650 0.621 5.508
H -1.100 -0.306 4.903
H -2.994 0.568 2.464
H -3.749 -0.652 3.736
H 0.446 -5.076 -1.552
H 2.599 -4.425 -1.757
H 2.455 -5.084 0.064
H 1.922 -2.543 0.865
H 2.657 -1.998 -0.885
H 4.738 -3.902 0.127
H 4.259 -2.930 1.720
H 4.880 -1.988 0.163
H 0.837 -3.896 -3.714
H -0.099 -1.827 -4.997
H -2.319 1.145 -3.806
H -1.912 0.042 -5.316
H 0.649 1.317 -3.936
H -0.396 2.579 -4.896
H -0.023 1.492 -7.090
H 0.347 -0.227 -6.411
H 1.655 1.120 -6.239
H -1.929 0.798 0.193
H -3.959 0.523 -2.378
H -4.110 -0.155 -0.546
H -5.322 2.081 -0.198
H -3.482 2.419 0.243
H -4.084 2.951 -1.464
O 4.499 0.553 0.543
C 4.000 1.142 1.487
O 4.512 1.140 2.753
C 3.619 1.836 3.621
C 2.806 2.730 2.721
C 2.725 1.929 1.446
H 3.000 1.102 4.147
H 4.191 2.410 4.356
H 1.829 2.987 3.138
H 3.350 3.663 2.534
H 1.878 1.237 1.452
H 2.690 2.577 0.567

Löwdin atomic charge list, values in e, 4 entries: C -0.137; C -0.266; C -0.167; C -0.131